Entry from the OMol25 dataset: a single C13H17NO4S molecule (ωB97M-V with the def2-TZVPD basis set).

Each line ends with the Mulliken charge.
Positions of all 36 atoms, in Å:
O  -0.64  -2.68  -1.02  -0.596
C  -0.82  -2.06  -0.01  0.015
O  -1.74  -2.41  0.89  -0.468
C  -0.08  -0.79  0.41  0.233
C  -0.40  0.32  -0.62  -0.455
C  -1.81  0.80  -0.43  -0.180
C  -2.86  0.20  -1.12  -0.133
C  -4.16  0.61  -0.92  -0.807
C  -4.44  1.62  -0.01  -0.411
C  -3.40  2.22  0.69  -0.715
C  -2.10  1.81  0.48  -0.191
N  1.32  -1.08  0.63  0.091
C  1.95  -0.19  1.60  -0.366
C  3.40  0.11  1.30  -1.023
S  3.41  0.90  -0.34  1.159
O  4.76  1.16  -0.74  -0.722
O  2.50  2.02  -0.29  -0.621
C  2.69  -0.40  -1.39  -0.629
C  2.11  -1.51  -0.50  -0.945
H  -2.22  -3.20  0.60  0.401
H  -0.50  -0.51  1.39  0.474
H  -0.28  -0.09  -1.62  0.358
H  0.30  1.14  -0.47  0.463
H  -2.65  -0.58  -1.84  0.422
H  -4.97  0.14  -1.46  0.386
H  -5.46  1.94  0.16  0.385
H  -3.61  3.01  1.39  0.388
H  -1.29  2.28  1.01  0.382
H  1.42  0.77  1.62  0.312
H  1.85  -0.65  2.60  0.339
H  3.80  0.83  2.01  0.484
H  4.04  -0.76  1.26  0.372
H  1.95  0.09  -2.01  0.295
H  3.50  -0.78  -2.01  0.498
H  1.48  -2.16  -1.11  0.389
H  2.93  -2.12  -0.12  0.418

The highest occupied orbital energy comes out at -8.735 eV. As for the SMILES: O=C(O)[C@H](Cc1ccccc1)N1CCS(=O)(=O)CC1. The calculation puts the HOMO-LUMO gap at 9.3 eV.

***

Entry from the OMol25 dataset: a single C5H9NO molecule (ωB97M-V with the def2-TZVPD basis set).

Each line ends with the Mulliken charge.
Positions of all 16 atoms, in Å:
C  -1.58  -1.21  -0.01  -1.441
C  -0.57  -0.29  -0.69  0.418
C  -0.74  1.23  -0.41  -0.696
C  0.60  1.26  0.37  -0.439
C  0.77  -0.19  0.00  0.212
N  1.68  -1.06  0.15  -0.588
O  2.76  -0.52  0.84  -0.378
H  -2.57  -1.11  -0.47  0.372
H  -1.67  -0.97  1.05  0.342
H  -1.27  -2.26  -0.09  0.360
H  -0.49  -0.54  -1.75  0.351
H  -0.74  1.85  -1.31  0.264
H  -1.63  1.48  0.18  0.312
H  0.52  1.43  1.45  0.251
H  1.38  1.93  -0.02  0.295
H  3.38  -1.26  0.87  0.366

The highest occupied orbital energy comes out at -9.436 eV. As for the SMILES: C[C@H]1CC/C1=N\O. The calculation puts the HOMO-LUMO gap at 10.5 eV.

***

Entry from the OMol25 dataset: a molecular structure, C5H3O3Sn at a distorted geometry (ωB97M-V with the def2-TZVPD basis set).

Each line ends with the Löwdin spin population.
Positions of all 12 atoms, in Å:
C  0.12  -1.40  0.59  0.515
C  -0.19  -0.31  -0.06  0.155
O  -0.42  0.68  -0.62  0.245
C  0.60  -1.91  1.90  0.065
C  1.41  -2.68  0.93  -0.011
O  1.17  -3.97  0.79  -0.009
C  -0.43  -4.51  -0.24  0.006
O  -0.07  -5.63  -0.30  0.000
Sn  1.79  -5.75  0.55  -0.002
H  1.20  -1.22  2.51  0.012
H  -0.18  -2.49  2.42  0.022
H  2.34  -2.33  0.46  0.000

The total charge is +2. As for the expectation value of S²: 0.766. The highest occupied orbital energy (spin up / spin down) comes out at -18.922 / -18.621 eV. The spin multiplicity is 2. The calculation puts the HOMO-LUMO gap (spin up / spin down) at 8.9 / 7.6 eV.

***

Entry from the OMol25 dataset: a molecular structure, C12H28NO2P2Pr at a distorted geometry (ωB97M-V with the def2-TZVPD basis set).

Each line ends with the Löwdin spin population.
Positions of all 46 atoms, in Å:
C  -2.63  0.40  -3.35  0.000
C  -1.95  0.58  -2.14  0.000
N  -0.91  -0.21  -1.77  -0.002
C  -0.48  -1.14  -2.65  0.000
C  -1.06  -1.31  -3.91  0.000
C  -2.18  -0.55  -4.25  0.000
C  -2.44  1.69  -1.23  0.000
P  -1.17  2.36  -0.07  -0.002
Pr  0.08  -0.01  0.87  2.039
P  1.06  -2.31  -0.54  0.000
C  0.70  -2.05  -2.33  0.000
O  -4.48  0.72  0.52  0.000
O  -2.60  0.11  2.49  -0.001
H  -3.50  1.01  -3.57  0.000
H  -0.66  -2.05  -4.60  0.000
H  -2.69  -0.71  -5.20  0.000
C  -0.53  3.77  -1.04  -0.001
C  -2.19  3.26  1.16  0.001
H  0.48  -3.04  -2.75  0.000
H  1.61  -1.65  -2.81  0.000
H  -3.33  1.34  -0.64  0.000
H  -2.72  2.56  -1.85  0.000
C  2.82  -2.79  -0.58  0.000
C  0.28  -3.95  -0.36  0.000
H  -2.16  -0.72  2.02  -0.002
H  -2.42  -0.05  3.44  0.000
H  -4.00  0.37  1.31  0.000
H  -4.97  -0.02  0.13  0.000
H  1.56  0.66  -0.40  -0.010
H  -1.38  -1.43  1.14  -0.005
H  -1.34  4.50  -1.16  0.000
H  0.32  4.22  -0.50  0.000
H  -0.20  3.40  -2.02  0.000
H  -2.81  4.00  0.64  0.000
H  -2.83  2.56  1.72  0.000
H  -1.53  3.77  1.87  0.000
H  0.79  -4.67  -1.01  0.000
H  0.35  -4.27  0.68  0.000
H  -0.78  -3.88  -0.65  0.000
H  2.95  -3.73  -1.14  0.000
H  3.41  -1.99  -1.05  0.000
H  3.16  -2.92  0.45  0.000
C  1.39  0.32  2.97  -0.012
H  2.38  0.76  2.77  -0.001
H  1.54  -0.65  3.47  -0.001
H  0.86  0.98  3.69  -0.001

As for the expectation value of S²: 2.004. The highest occupied orbital energy (spin up / spin down) comes out at -7.058 / -7.009 eV. The spin multiplicity is 3. The calculation puts the HOMO-LUMO gap (spin up / spin down) at 7.5 / 7.5 eV.

***

Entry from the OMol25 dataset: a single C2H2N2O3S molecule at a distorted geometry (ωB97M-V with the def2-TZVPD basis set).

Each line ends with the Mulliken charge.
Positions of all 10 atoms, in Å:
C  -0.31  -0.84  -0.46  0.221
C  -1.47  -0.11  0.53  0.782
N  0.96  -0.45  -0.19  -0.113
N  1.24  0.89  0.07  -0.148
O  -0.62  -1.76  -1.15  -0.503
O  -2.15  -0.98  1.00  -0.506
O  -1.37  1.11  0.65  -0.595
S  0.43  2.01  -0.78  0.276
H  1.71  -0.95  -0.68  0.269
H  1.58  1.08  1.01  0.317

The highest occupied orbital energy (spin up / spin down) comes out at -8.949 / -8.949 eV. The calculation puts the HOMO-LUMO gap (spin up / spin down) at 5.4 / 5.4 eV.

***

Entry from the OMol25 dataset: 2 unconnected molecules or ions with the total composition ClH2O2P (ωB97M-V with the def2-TZVPD basis set).

Each line ends with the Mulliken charge.
Positions of all 6 atoms, in Å:
O  -1.62  -2.37  -2.81  -0.355
P  -2.51  -2.04  -1.71  0.524
Cl  -3.13  -0.12  -2.04  -0.172
O  -0.24  0.13  0.48  -0.636
H  0.17  0.86  0.02  0.318
H  0.37  -0.61  0.40  0.321

The highest occupied orbital energy comes out at -10.792 eV. As for the SMILES: O=PCl.O. The calculation puts the HOMO-LUMO gap at 9.9 eV.

***

Entry from the OMol25 dataset: a molecular structure, H3NOSSi at a distorted geometry (ωB97M-V with the def2-TZVPD basis set).

Each line ends with the Mulliken charge.
Positions of all 7 atoms, in Å:
N  1.85  -0.73  -1.02  -0.308
O  0.58  0.51  0.78  -0.269
Si  -0.86  0.06  0.12  0.341
S  2.04  0.07  0.16  0.449
H  -1.07  -1.33  0.67  -0.063
H  -0.82  0.03  -1.29  -0.082
H  -1.72  1.40  0.59  -0.067

The highest occupied orbital energy comes out at -10.365 eV. The calculation puts the HOMO-LUMO gap at 9.8 eV.

***

Q: Which ΔE to the lowest compared entry with this formula, charge and spin values were calculated for the entries above? A: 156.28 278.69 0.00 0.00 396.26 113.00 67.26, in kJ/mol.
Q: Which electronic energy values were calculated for the entries above? A: -34271.9922 -8866.3242 -17182.7868 -51126.7104 -22060.2931 -25939.4961 -22297.3286, in eV.